No. 1
Here is a structure of composition C8H26N2O6Zn from OMol25. Energies are from the ωB97M-V functional and the def2-TZVPD basis.

The geometry in XYZ format:
```
43
Properties=species:S:1:pos:R:3:nbo_charge:R:1
Zn -8.55799 29.16119 -37.76000 1.76
O -5.76445 28.72053 -41.89994 -0.54
O -7.86345 30.97370 -37.73484 -1.32
O -10.40917 28.63630 -37.32569 -1.34
O -7.77516 29.00140 -35.74741 -1.33
O -14.21663 31.50454 -40.69680 -0.56
O -7.32738 27.71650 -38.02534 -1.34
N -8.76258 29.48148 -39.94304 -0.86
N -11.68888 30.12584 -39.38452 -0.89
C -12.92272 28.07039 -39.63449 -0.63
C -13.38524 32.63320 -40.49755 -0.25
C -4.39341 29.11450 -41.79068 -0.26
C -8.41915 29.58265 -42.36341 -0.63
C -12.81610 29.56500 -40.14541 -0.07
C -7.88677 28.97237 -41.01896 -0.04
C -6.45743 29.32215 -40.85653 -0.09
C -14.09210 30.36256 -39.85494 -0.07
H -9.68800 29.47770 -40.34760 0.37
H -11.36860 29.40318 -38.75578 0.44
H -8.29231 31.76395 -38.11707 0.40
H -6.06102 28.95475 -39.90996 0.25
H -13.42783 32.87392 -39.43531 0.16
H -8.49528 30.66624 -42.27333 0.19
H -3.68316 28.44155 -42.27106 0.16
H -13.23345 27.88383 -38.60652 0.22
H -7.65277 26.80437 -38.15440 0.41
H -12.33656 32.46818 -40.74480 0.20
H -7.71198 29.36953 -43.16503 0.20
H -8.64595 28.89995 -35.31618 0.39
H -8.08521 27.92026 -41.22334 0.19
H -14.82000 29.59088 -40.10547 0.18
H -13.93677 33.44804 -40.96653 0.17
H -9.35911 29.18056 -42.74144 0.19
H -6.34531 30.40536 -40.90316 0.15
H -8.66004 30.47817 -39.81584 0.38
H -4.06973 29.11319 -40.74985 0.19
H -11.17858 28.62969 -36.72361 0.43
H -12.00883 27.50269 -39.80956 0.24
H -12.04928 30.84012 -38.76809 0.34
H -14.18343 30.58339 -38.79145 0.16
H -4.06469 30.03602 -42.27115 0.15
H -13.63400 27.61776 -40.32536 0.17
H -12.60922 29.58912 -41.21534 0.17
```

The energy above the lowest of the compared OMol25 structures with the same formula, charge and spin is 122.9 kJ/mol. For the maximum force, the calculation gives 3.10 eV/Å. Its charge is -2. Its frontier orbital gap is 3.470 eV. The calculation puts the HOMO energy at 0.0427 hartree. Its spin multiplicity is 1. The value obtained for the LUMO energy is 4.632 eV. Its total energy is -2660.53146 a.u.


No. 2
Here is a cluster of 4 separate species, C8H26NO6 in total from OMol25. Energies are from the ωB97M-V functional and the def2-TZVPD basis.

The geometry in XYZ format:
```
41
Properties=species:S:1:pos:R:3:nbo_charge:R:1
O 3.39088 -1.28531 -0.10561 -0.56
O -1.48508 0.51254 0.27901 -0.86
O -1.31269 1.61093 -2.09614 -0.75
O -1.93768 2.69802 1.69618 -0.75
O -0.07249 -0.88232 -3.84400 -0.72
O -2.34081 0.30406 3.21689 -0.73
N 0.95903 -0.42000 0.79218 -0.87
C 4.78338 -1.34528 -0.14828 -0.26
C 1.30939 -1.89432 0.91606 -0.07
C 0.79973 -2.51612 -0.40096 -0.63
C -3.16412 2.45060 2.40259 -0.11
C -1.41851 1.09311 -3.42089 -0.10
C -0.09377 0.53855 -3.91098 -0.11
C 2.82000 -2.04068 0.95699 -0.08
C -2.89773 1.54688 3.60144 -0.09
H 0.76612 0.85396 -3.31759 0.20
H 5.34682 -0.61623 0.44764 0.18
H 1.69245 -0.08363 0.15321 0.40
H 3.21201 -1.66065 1.90942 0.18
H 0.15791 0.91373 -4.90757 0.19
H -1.87893 1.81079 -4.10797 0.19
H 5.19770 -2.31954 0.13397 0.18
H -3.81250 1.44295 4.18709 0.19
H -1.40407 3.28941 2.23703 0.50
H 1.48710 -2.26487 -1.20515 0.23
H -1.65527 1.24240 0.94878 0.55
H 1.29971 0.08963 1.61974 0.37
H 3.12439 -3.08113 0.79760 0.19
H -3.93206 2.08357 1.72083 0.19
H -0.46839 -1.25424 -4.63812 0.48
H -3.57754 3.40035 2.75970 0.19
H -1.25961 0.89953 -0.62695 0.55
H -1.96434 2.31221 -1.98007 0.50
H -2.15050 0.27952 -3.49818 0.19
H -2.12828 2.05493 4.18652 0.18
H -0.20282 -2.24078 -0.73748 0.21
H 0.71470 -3.60049 -0.28026 0.22
H 0.77362 -2.31681 1.75997 0.21
H 5.10160 -1.16725 -1.17742 0.20
H -3.04893 -0.33115 3.06731 0.48
H -0.73040 -0.10689 0.61346 0.55
```

The energy above the lowest of the compared OMol25 structures with the same formula, charge and spin is 0.0 kJ/mol. For the maximum force, the calculation gives 2.33 eV/Å. Its charge is +1. Its frontier orbital gap is 10.233 eV. The calculation puts the HOMO energy at -0.4628 hartree. Its spin multiplicity is 1. The value obtained for the LUMO energy is -2.359 eV. Its total energy is -826.31650 a.u.


No. 3
Here is a structure of composition C8H26O5 from OMol25. Energies are from the ωB97M-V functional and the def2-TZVPD basis.

The geometry in XYZ format:
```
39
Properties=species:S:1:pos:R:3:nbo_charge:R:1
O -0.58863 -0.53752 -1.76434 -0.65
O -2.19543 0.82018 0.75945 -0.77
O -0.39386 -0.87626 3.99999 -0.72
O -0.32704 0.74861 -0.29728 -1.03
O 1.50411 0.18490 -0.21587 -0.75
C 1.55838 1.04088 0.95381 -0.15
C -0.40302 -0.56189 1.51160 -0.63
C 0.38009 -0.68558 2.83968 -0.07
C -2.30876 -1.12107 -0.67121 -0.68
C 2.76336 0.72744 1.87092 -0.64
C 0.59830 -0.50428 -2.49589 -0.06
C -2.70663 0.33795 -0.48993 -0.08
C 0.48406 0.58141 -3.57627 -0.65
H -0.75498 0.45896 1.36299 0.20
H -1.23114 -1.25944 -0.75891 0.27
H -2.57838 -1.51907 -1.64947 0.15
H 0.56455 1.03346 1.40141 0.28
H -2.37375 0.98432 -1.30202 0.15
H 1.11946 -1.48609 2.86459 0.14
H -0.49489 0.78971 -4.00797 0.22
H 2.74302 1.29747 2.79977 0.23
H -0.85534 -1.71402 3.91753 0.46
H 2.64439 -0.31488 2.16677 0.22
H -1.32463 -0.57125 -2.37978 0.53
H 0.70045 -1.44936 -3.02927 0.18
H 0.99037 1.42817 -3.11286 0.22
H 0.90513 0.23299 3.10168 0.16
H -1.31173 1.15663 0.59363 0.47
H 1.78290 2.08106 0.71776 0.19
H 3.71470 0.97181 1.39836 0.21
H 0.53649 0.56954 0.07485 0.44
H -3.78411 0.45505 -0.60583 0.18
H -0.37555 0.18813 -1.07171 0.43
H 0.13580 -0.66065 0.56924 0.22
H -1.27895 -1.21056 1.50280 0.23
H -2.75179 -1.78692 0.06937 0.21
H 2.30542 0.10206 -0.73802 0.50
H 1.13246 0.34520 -4.42000 0.21
H 1.47516 -0.27709 -1.88960 0.19
```

The energy above the lowest of the compared OMol25 structures with the same formula, charge and spin is 1604.2 kJ/mol. For the maximum force, the calculation gives 12.99 eV/Å. Its charge is 0. Its frontier orbital gap is 8.457 eV. The calculation puts the HOMO energy at -0.3026 hartree. Its spin multiplicity is 1. The value obtained for the LUMO energy is 0.224 eV. Its total energy is -695.95939 a.u.


No. 4
Here is a cluster of 7 separate species, C8H28FN4O6 in total from OMol25. Energies are from the ωB97M-V functional and the def2-TZVPD basis.

The geometry in XYZ format:
```
47
Properties=species:S:1:pos:R:3:nbo_charge:R:1
F -0.93017 -0.14905 1.19529 -0.12
O -4.90951 0.46684 -5.69673 -0.74
O 2.38037 -0.41531 0.36979 -0.74
O -0.27710 2.91949 0.30480 -0.75
O 0.85100 -3.26009 2.68784 -0.71
O -2.53130 -1.13467 3.53650 -0.72
O 6.80793 0.27085 -0.04342 -0.73
N -2.96394 0.70524 -2.86233 -0.76
N -1.85790 0.62267 -0.77542 -0.39
N -1.67147 -0.38222 0.11239 0.21
N -2.85343 -1.22507 -1.47910 -0.44
C -2.27992 -1.47961 -0.32166 0.24
C -3.63310 0.84174 -6.19017 -0.25
C -2.58131 0.06389 -1.77053 0.58
C 0.64373 -2.61967 3.94622 -0.25
C 7.00263 0.99337 -1.25293 -0.25
C 3.68093 -0.65060 0.92744 -0.26
C -3.77811 -0.72683 4.10427 -0.25
C 0.98632 2.71945 0.96858 -0.25
H -5.29995 -0.18342 -6.28820 0.48
H 7.27234 0.33510 -2.08227 0.17
H -3.64367 0.26438 -3.47108 0.46
H -1.46886 1.56076 -0.63030 0.48
H -3.78371 0.34003 4.33602 0.17
H -2.94599 -0.00913 -6.21122 0.17
H -3.65070 1.29781 -7.18105 0.19
H 3.78248 -1.68238 1.26802 0.18
H -2.40037 -0.65718 2.71644 0.44
H -4.61880 -0.95872 3.44681 0.17
H 1.24280 -3.15950 4.67441 0.20
H -0.40408 -2.65011 4.24751 0.18
H -3.89506 -1.28535 5.02830 0.20
H -2.27953 -2.41266 0.22100 0.27
H 1.75502 2.90341 0.22504 0.21
H 1.74360 -0.60203 1.06488 0.45
H 1.10776 3.41734 1.79575 0.19
H 6.05590 1.47617 -1.48724 0.18
H 0.33316 -2.79708 2.02629 0.44
H 1.08693 1.69478 1.32393 0.17
H 3.88485 0.02689 1.75930 0.16
H -0.95650 2.79941 0.97853 0.46
H -2.54319 1.57621 -3.13700 0.43
H 0.98221 -1.57893 3.92424 0.15
H 7.76858 1.76499 -1.14720 0.17
H -3.25545 1.58740 -5.49070 0.15
H 4.41018 -0.46410 0.14584 0.21
H 7.63439 -0.16453 0.18312 0.47
```

For the maximum force, the calculation gives 0.79 eV/Å. Its charge is +1. Its frontier orbital gap is 8.712 eV. The calculation puts the HOMO energy at -0.4479 hartree. Its spin multiplicity is 1. The value obtained for the LUMO energy is -3.475 eV. Its total energy is -1091.48631 a.u.